# C25H21N5O2S3V

A molecular structure, C25H21N5O2S3V (ωB97M-V/def2-TZVPD, the Open Molecules 2025 dataset).

Computed properties:
frontier orbital gap (spin up / spin down) = 6.8 / 7.1 eV
spin multiplicity = 4
<S²> = 3.8129

Positions of all 57 atoms, in Å:
V1 -0.0276 -0.0343 0.6922
S1 -3.7917 -1.1070 2.5619
S2 -3.0101 2.3265 -0.5044
S3 -1.2213 0.4744 3.1179
O1 -0.0048 1.6863 0.4549
O2 0.5587 -2.0703 1.3014
N1 1.6932 -0.2333 -0.1476
N2 -2.2446 0.7329 -2.4910
N3 -1.2271 2.7710 -2.4429
N4 -1.8492 -0.8398 0.9204
N5 2.4434 0.7314 -0.7504
C1 4.9960 3.5211 -2.5404
C2 2.3518 -1.5053 -0.0943
C3 -4.7358 -3.3867 -0.6760
C4 -2.7609 -1.6953 0.2830
C5 -2.1281 1.9365 -1.8665
C6 4.1102 -3.0729 -0.5664
C7 3.5585 -1.8007 -0.6954
C8 -3.5946 -3.1314 -1.4386
C9 3.5244 5.3006 -1.8988
C10 1.4178 4.7893 -0.7079
C11 2.6349 4.3620 -1.3264
C12 2.0327 2.0232 -0.7441
C13 2.9504 2.9902 -1.3584
C14 -2.5986 -2.2891 -0.9641
C15 4.6838 4.8940 -2.4957
C16 -4.8921 -2.8062 0.5734
C17 3.4551 -4.0514 0.1631
C18 1.7311 -2.4854 0.6683
C19 0.5624 3.8999 -0.1448
C20 -2.2362 -0.4496 2.1336
C21 0.0685 -2.8657 2.3971
C22 -3.8950 -1.9585 1.0415
C23 4.1534 2.5926 -1.9815
C24 0.8515 2.5246 -0.1509
C25 2.2506 -3.7553 0.7929
H1 1.7317 -4.5184 1.3596
H2 -5.7688 -3.0147 1.1753
H3 -1.7053 -2.0889 -1.5400
H4 -3.4847 -3.6019 -2.4111
H5 5.3564 5.6214 -2.9367
H6 -0.5625 -2.2175 2.9909
H7 5.9093 3.1953 -3.0232
H8 -0.3582 4.2159 0.3356
H9 4.0498 -1.0279 -1.2664
H10 1.1842 5.8500 -0.6890
H11 4.3972 1.5397 -2.0064
H12 3.8743 -5.0463 0.2551
H13 -3.0080 0.1493 -2.1953
H14 -0.9402 3.5613 -1.8923
H15 3.2735 6.3567 -1.8459
H16 0.9020 -3.2112 2.9989
H17 -5.5043 -4.0436 -1.0617
H18 -1.8963 0.6062 -3.4262
H19 -0.5404 2.4035 -3.0802
H20 -0.5013 -3.7065 2.0134
H21 5.0608 -3.2950 -1.0376

# C11H14MnN5O6

A molecular structure, C11H14MnN5O6 (ωB97M-V/def2-TZVPD, the Open Molecules 2025 dataset).

Computed properties:
total charge = +2
frontier orbital gap (spin up / spin down) = 7.1 / 8.3 eV
spin multiplicity = 5
<S²> = 6.0453

Positions of all 37 atoms, in Å:
Mn1 0.5882 0.2310 -0.3038
O1 -4.4929 -0.7203 3.2839
O2 2.5324 0.6501 -0.6537
O3 0.8900 -1.0792 1.1256
O4 -2.6838 -1.8425 3.9499
O5 -0.1332 -2.0170 2.8996
O6 1.2963 1.8636 0.6595
N1 -0.2820 -2.6668 -3.0492
N2 4.8770 1.3770 0.4059
N3 0.1790 -0.9015 -1.8695
N4 -3.2471 0.4242 1.1613
N5 -1.2410 0.2582 0.3730
C1 -0.1246 -1.3101 1.9181
C2 -2.4280 0.8380 0.1877
C3 2.4320 1.5435 0.2443
C4 -0.1986 -2.1744 -1.8150
C5 -1.3331 -0.5462 1.5018
C6 -3.3393 -1.0249 3.1628
C7 -2.7983 1.7800 -0.8941
C8 0.3428 -0.5854 -3.2092
C9 0.0563 -1.6844 -3.9480
C10 3.6772 2.1688 0.8301
C11 -2.5910 -0.4433 1.9992
H1 4.9523 0.5029 0.9346
H2 -1.9315 2.0094 -1.5106
H3 0.6493 0.3922 -3.5378
H4 -0.3932 -2.7398 -0.9185
H5 -3.5735 1.3489 -1.5284
H6 3.6126 2.1742 1.9170
H7 -1.7395 -1.9704 3.6931
H8 4.8028 1.1169 -0.5841
H9 5.7433 1.9041 0.5456
H10 3.7812 3.1959 0.4809
H11 -3.1814 2.7106 -0.4755
H12 0.0602 -1.8503 -5.0104
H13 -4.2173 0.6818 1.3131
H14 -0.5432 -3.6149 -3.2790

# C5H11N2O

A gas-phase ion, C5H11N2O (charge +1) (ωB97M-V/def2-TZVPD, the Open Molecules 2025 dataset).

Computed properties:
total charge = +1
frontier orbital gap = 9.7 eV

Positions of all 19 atoms, in Å:
O1 -0.6556 -0.6601 1.6230
N1 0.6439 -1.0309 1.7961
N2 0.3392 1.4522 -1.9734
C1 1.3600 -1.2341 0.5594
C2 -2.4295 0.6769 0.5964
C3 1.5212 -0.0933 -0.4143
C4 -1.0559 0.0738 0.6896
C5 0.3187 0.3933 -1.0731
H1 0.6807 2.3481 -1.4921
H2 -0.2490 -0.4560 -1.5621
H3 -2.7768 0.5296 -0.3913
H4 -0.6396 1.6280 -2.2242
H5 -3.1594 0.1506 1.2823
H6 2.1329 0.6530 0.0400
H7 -2.0822 1.6319 0.6969
H8 0.6723 -1.8720 2.4425
H9 2.0382 -0.4554 -1.3593
H10 2.3356 -1.6002 0.8061
H11 1.0056 -2.1354 -0.0425

# C6H17N2O

2 unconnected molecules or ions with the total composition C6H17N2O (ωB97M-V/def2-TZVPD, the Open Molecules 2025 dataset).

Computed properties:
total charge = +1
frontier orbital gap = 9.6 eV

Positions of all 26 atoms, in Å:
O1 1.3234 1.8713 -1.8394
N1 -0.0901 -2.6415 -1.1971
N2 -0.5269 -0.3717 0.1115
C1 -1.2897 1.8240 1.0631
C2 -0.3121 -0.3652 1.6580
C3 0.7929 -0.3590 -0.6019
C4 1.1468 -1.9285 -0.7929
C5 -1.3263 0.9291 -0.2110
C6 -0.2037 1.0925 1.8604
H1 0.5739 -0.9696 2.1339
H2 -0.5138 -3.1270 -0.3401
H3 1.9613 -2.0528 -1.6031
H4 -2.3134 0.6643 -0.4519
H5 0.8012 0.1205 -1.5878
H6 1.2584 1.7510 -0.9195
H7 -0.8264 -1.9701 -1.5045
H8 1.1283 2.7641 -2.0740
H9 1.4934 -2.3451 0.2534
H10 -0.8159 2.8242 0.7133
H11 -2.1881 2.0520 1.6126
H12 -0.8046 1.4305 -1.0395
H13 0.7778 1.6294 1.4338
H14 0.0758 -3.3599 -1.8262
H15 1.7125 0.0042 0.0203
H16 -1.2875 -0.8180 2.1385
H17 -0.5471 1.3515 2.9901

# C12H18Cl2CrN2O3P

A molecular structure, C12H18Cl2CrN2O3P (ωB97M-V/def2-TZVPD, the Open Molecules 2025 dataset).

Computed properties:
total charge = +2
frontier orbital gap (spin up / spin down) = 4.9 / 4.7 eV
spin multiplicity = 4
<S²> = 3.8883

Positions of all 39 atoms, in Å:
Cr1 0.0857 -0.0183 -0.9855
Cl1 0.6864 1.0042 -2.8674
Cl2 -1.2796 1.7577 -0.6702
P1 -2.1026 -1.1286 -1.3061
O1 0.4595 -2.6014 1.0799
O2 -0.9417 2.1922 4.1803
O3 1.4530 -1.8299 -1.2154
N1 0.8792 3.2837 4.9880
N2 1.0508 0.8631 0.7673
C1 3.1249 1.6045 1.7151
C2 0.2419 2.5090 4.0661
C3 -1.9205 -1.8305 -2.9735
C4 1.0722 1.9965 2.9177
C5 -3.6508 -0.1755 -1.3662
C6 2.4796 -1.4522 -3.4283
C7 1.6348 -1.2654 -2.3022
C8 2.4706 2.0820 2.8396
C9 0.1931 -1.7205 0.3425
C10 2.3834 1.0267 0.6774
C11 -2.5720 -2.5457 -0.2778
C12 0.3990 1.3491 1.8630
H1 4.2007 1.6510 1.5939
H2 1.7284 3.7781 4.7502
H3 0.2984 3.7420 5.6453
H4 1.8228 -1.4628 -4.3089
H5 -3.4104 -3.0805 -0.7436
H6 -1.7166 -3.2196 -0.1521
H7 -4.4320 -0.7261 -1.9133
H8 -2.8923 -2.2174 -3.2933
H9 2.8499 0.6680 -0.2421
H10 3.0258 2.5182 3.6511
H11 -2.8779 -2.1718 0.7081
H12 -0.7065 1.2434 1.8614
H13 -1.5780 -1.0453 -3.6550
H14 3.0675 -2.3749 -3.3510
H15 3.1364 -0.5677 -3.4521
H16 -3.9984 0.0213 -0.3418
H17 -1.1915 -2.6471 -2.9461
H18 -3.4735 0.7909 -1.8550

# CHClN2O

2 unconnected molecules or ions with the total composition CHClN2O (ωB97M-V/def2-TZVPD, the Open Molecules 2025 dataset).

Computed properties:
frontier orbital gap = 9.9 eV

Positions of all 6 atoms, in Å:
Cl1 0.7451 -1.1470 -1.0025
O1 -0.9561 -1.8067 0.6345
N1 0.6552 2.8915 -0.4984
N2 1.5850 2.2924 -0.6229
C1 -0.4427 -0.6625 0.0937
H1 -1.5865 -1.5677 1.3956